C3H2NS2 | ωB97M-V/def2-TZVPD

Structure (XYZ):
```
8
Properties=species:S:1:pos:R:3
C 0.57224 1.18498 0.12296
C -0.56675 -1.42560 0.04810
C 1.55422 0.28716 0.10088
N -0.79603 1.17919 0.03365
S 3.04468 -0.25530 0.01664
S -1.60661 -0.20351 0.09239
H 0.79301 2.17345 -0.08878
H -1.17046 -2.23754 0.25238
```

Values from the calculation:
Net charge: -1
HOMO, Ha: -0.0906
Relative energy (zero: lowest compared OMol25 entry of this formula, charge and spin), kcal/mol: 108.58
Spin multiplicity: 1

How is the electron density shared among the atoms? According to natural (NBO), the charges in e are:
1 C -0.209
2 C -0.798
3 C -0.111
4 N -0.872
5 S -0.103
6 S 0.732
7 H 0.224
8 H 0.137

C3H6N2O | ωB97M-V/def2-TZVPD

Structure (XYZ):
```
12
Properties=species:S:1:pos:R:3
C -0.36666 -1.00608 -1.15528
C -0.36946 -0.82334 0.34719
N 0.56689 -0.35219 1.08044
O 1.50804 0.43007 0.76059
H 0.57875 -1.37167 -1.26593
H -0.53239 -0.03643 -1.76314
H -1.10523 -1.73368 -1.49495
H -1.24562 -1.30635 0.88025
H 0.49072 -0.56009 2.12633
C 0.25817 2.21405 0.17419
N -0.83172 1.76540 0.21552
H 1.04853 2.78030 0.09480
```

Values from the calculation:
HOMO (spin up / spin down), Ha: -0.3288 / -0.3288
Relative energy (zero: lowest compared OMol25 entry of this formula, charge and spin), kcal/mol: 106.92
Spin multiplicity: 1

How is the electron density shared among the atoms? According to natural (NBO), the charges in e are:
1 C -0.669
2 C 0.086
3 N -0.063
4 O -0.555
5 H 0.228
6 H 0.248
7 H 0.226
8 H 0.204
9 H 0.359
10 C 0.149
11 N -0.413
12 H 0.198

C3H6N6 | ωB97M-V/def2-TZVPD

Structure (XYZ):
```
15
Properties=species:S:1:pos:R:3
H -3.08069 -0.84637 0.18320
N -2.35297 -1.58299 0.19101
C -1.18437 -1.09387 0.03391
N -0.07863 -1.97090 -0.09978
N 1.13526 -1.66307 -0.09885
N 1.50584 -0.35992 0.00606
N 2.86288 -0.16439 0.12391
C 0.53540 0.63632 0.06158
C -0.78215 0.28940 -0.07685
N -1.73228 1.29377 0.04150
H 3.08720 0.39010 1.01572
H 3.27896 0.20091 -0.74046
H 0.88883 1.64400 0.03202
H -1.46145 2.18501 -0.35042
H -2.62181 1.04201 -0.32255
```

Values from the calculation:
HOMO, Ha: -0.2979
Relative energy (zero: lowest compared OMol25 entry of this formula, charge and spin), kcal/mol: 119.45
Spin multiplicity: 1

How is the electron density shared among the atoms? According to natural (NBO), the charges in e are:
1 H 0.323
2 N -0.639
3 C 0.307
4 N -0.236
5 N 0.054
6 N -0.082
7 N -0.635
8 C -0.082
9 C 0.074
10 N -0.787
11 H 0.372
12 H 0.370
13 H 0.210
14 H 0.376
15 H 0.374

C19H51N6O4S | ωB97M-V/def2-TZVPD

Structure (XYZ):
```
81
Properties=species:S:1:pos:R:3
C -1.70163 0.74826 1.60342
C -2.70164 0.57874 0.46196
C -2.89534 -0.86646 0.02056
O -2.34418 -1.15583 -1.28453
N -1.02123 -1.47594 -1.19370
C -0.14188 -0.93406 -1.98415
N -0.48898 -0.01760 -2.92760
N 1.21449 -1.27295 -1.89301
C 1.73281 -0.98967 -0.49889
C 3.15506 -0.48127 -0.55835
C 3.30283 0.74548 -1.46174
S 1.92419 1.89619 -1.15653
H -0.76901 0.21033 1.42740
H -2.12356 0.40747 2.54463
H -1.44185 1.79665 1.72259
H -2.46510 1.22852 -0.37782
H -3.66451 0.92345 0.83525
H -2.50415 -1.55706 0.76934
H -3.95559 -1.07451 -0.07394
H -0.75899 -2.19003 -0.52502
H -0.11852 0.90501 -2.69076
H -1.49011 0.01520 -3.08787
H 1.32029 -2.27241 -2.05397
H 1.67509 -1.89189 0.11478
H 1.09548 -0.24856 -0.02654
H 3.42202 -0.17868 0.45532
H 3.86349 -1.26034 -0.82990
H 3.39151 0.48822 -2.51062
H 4.20996 1.26782 -1.17299
H 2.46446 3.05435 -1.55894
C 4.42768 -5.06974 -3.17515
C 3.67058 -4.69424 -1.90645
C 4.06260 -5.50058 -0.66231
O 3.57001 -6.81903 -0.62837
C 4.28826 -7.76636 -1.40297
N 2.22571 -4.77810 -2.17410
H 4.04002 -5.98161 -3.62623
H 4.32770 -4.27992 -3.91900
H 5.49031 -5.20990 -2.97409
H 3.90847 -3.64710 -1.68563
H 3.61709 -5.00912 0.20843
H 5.15050 -5.48974 -0.51503
H 5.36205 -7.56130 -1.38806
H 3.93476 -7.79352 -2.43557
H 4.11264 -8.74581 -0.96237
H 1.72401 -4.41973 -1.36393
H 1.97245 -5.76287 -2.19159
C -5.87919 -1.90756 6.23468
C -5.91785 -0.48117 5.69494
C -6.40576 -0.36553 4.24557
O -5.47342 -0.77818 3.25820
C -5.36440 -2.17471 3.06959
N -4.60180 0.13570 5.89143
H -5.00187 -2.45283 5.88732
H -5.83149 -1.89157 7.32226
H -6.77044 -2.46754 5.94560
H -6.63443 0.07736 6.30322
H -6.59105 0.69023 4.03634
H -7.35792 -0.89367 4.10698
H -6.32430 -2.68608 3.17695
H -4.63918 -2.61403 3.75874
H -4.99927 -2.33685 2.05352
H -4.65352 1.12503 5.66711
H -3.96773 -0.25187 5.19831
C 1.14975 8.66178 -1.72164
C 1.86730 7.56451 -0.94212
C 2.76529 6.66111 -1.79671
O 2.08184 5.71854 -2.60498
C 1.52096 6.23595 -3.79918
N 0.87605 6.79737 -0.17910
H 0.27777 8.28249 -2.25321
H 0.79449 9.43092 -1.03761
H 1.81496 9.13631 -2.44507
H 2.52626 8.05608 -0.22089
H 3.37776 6.06259 -1.11684
H 3.45418 7.25561 -2.41063
H 2.15501 7.01281 -4.23383
H 0.51806 6.63374 -3.63240
H 1.44051 5.41179 -4.50737
H 1.35444 6.15727 0.44825
H 0.37925 6.19588 -0.83072
```

Values from the calculation:
Net charge: +1
HOMO, Ha: -0.4052
Spin multiplicity: 1

How is the electron density shared among the atoms? According to Löwdin, the charges in e are:
1 C -0.086
2 C -0.206
3 C -0.154
4 O -0.051
5 N 0.118
6 C -0.350
7 N 0.220
8 N 0.083
9 C -0.235
10 C -0.251
11 C -0.504
12 S 0.759
13 H 0.055
14 H 0.075
15 H 0.080
16 H 0.112
17 H 0.113
18 H 0.126
19 H 0.128
20 H 0.188
21 H 0.082
22 H 0.118
23 H 0.112
24 H 0.118
25 H 0.061
26 H 0.119
27 H 0.106
28 H 0.075
29 H 0.075
30 H -0.137
31 C -0.061
32 C -0.429
33 C -0.215
34 O -0.185
35 C -0.093
36 N 0.036
37 H 0.069
38 H 0.078
39 H 0.084
40 H 0.117
41 H 0.120
42 H 0.126
43 H 0.094
44 H 0.077
45 H 0.092
46 H 0.052
47 H 0.078
48 C -0.068
49 C -0.430
50 C -0.202
51 O -0.205
52 C -0.109
53 N 0.040
54 H 0.064
55 H 0.079
56 H 0.080
57 H 0.138
58 H 0.122
59 H 0.124
60 H 0.096
61 H 0.077
62 H 0.070
63 H 0.072
64 H 0.060
65 C -0.068
66 C -0.431
67 C -0.208
68 O -0.216
69 C -0.101
70 N 0.039
71 H 0.065
72 H 0.079
73 H 0.080
74 H 0.137
75 H 0.118
76 H 0.124
77 H 0.094
78 H 0.076
79 H 0.086
80 H 0.068
81 H 0.064

C5H5NO | ωB97M-V/def2-TZVPD

Structure (XYZ):
```
12
Properties=species:S:1:pos:R:3
N 0.72582 -1.36966 -2.45972
C 0.48470 -0.53676 -1.68570
C 0.30010 0.09771 -0.43425
C 1.22918 0.66664 0.57925
C -0.24335 0.70125 0.84621
C -0.72880 -0.61862 0.44568
O -1.99135 -0.56636 -0.13558
H 1.95176 -0.01345 1.02872
H 1.60405 1.68091 0.40319
H -0.86476 1.54784 1.11584
H -0.52737 -1.60061 0.86895
H -1.95934 0.22766 -0.69480
```

Values from the calculation:
HOMO, Ha: -0.3526
Relative energy (zero: lowest compared OMol25 entry of this formula, charge and spin), kcal/mol: 87.16
Spin multiplicity: 1

How is the electron density shared among the atoms? According to natural (NBO), the charges in e are:
1 N -0.318
2 C 0.274
3 C -0.251
4 C -0.367
5 C -0.130
6 C 0.129
7 O -0.674
8 H 0.211
9 H 0.220
10 H 0.235
11 H 0.204
12 H 0.468